# 1
Density functional theory data (ωB97M-V with the def2-TZVPD basis set) for C22H29NO2 in the gas phase.

```
54
Properties=species:S:1:pos:R:3:forces:R:3:nbo_charge:R:1
C 2.64643 2.94910 3.71205 -0.187 -0.148 0.068 -0.607
C 1.59698 1.84566 3.69042 0.242 0.005 -0.228 -0.403
H 1.67106 1.24977 4.60202 -0.083 -0.049 0.013 0.202
H 0.59761 2.28491 3.66597 -0.058 -0.064 0.008 0.201
C 1.77581 0.93420 2.47014 -0.126 0.397 0.276 -0.204
N 0.79295 -0.12586 2.44066 0.025 -0.181 0.078 -0.432
C -0.41415 -0.06212 1.85145 0.039 0.501 0.016 0.711
O -1.23647 -0.96287 1.99819 -0.337 -0.330 -0.040 -0.677
C -0.73839 1.11284 0.95200 0.070 -0.137 -0.034 -0.493
H -1.82228 1.14779 0.83362 0.128 -0.008 0.091 0.245
H -0.41964 2.06027 1.38720 0.001 0.043 -0.006 0.223
C -0.07454 0.94493 -0.43340 -0.207 0.087 -0.028 -0.260
C -0.67910 1.93915 -1.40339 0.187 0.154 0.055 0.081
C -1.97668 1.78462 -1.87580 -0.068 0.006 -0.040 -0.240
C -2.51606 2.70709 -2.75371 -0.049 -0.003 -0.004 -0.205
C -1.76974 3.79645 -3.17031 0.014 0.115 -0.074 -0.209
C -0.47687 3.95716 -2.70490 -0.003 0.129 -0.084 -0.215
C 0.06320 3.03310 -1.82756 0.004 -0.047 0.062 -0.236
H 1.07629 3.16670 -1.47180 0.096 -0.023 0.046 0.201
H 0.11443 4.80289 -3.02546 0.040 0.061 -0.030 0.210
H -2.19278 4.51595 -3.85602 -0.030 0.052 -0.053 0.210
H -3.52521 2.57382 -3.11521 -0.082 -0.018 -0.029 0.212
H -2.56617 0.93733 -1.56255 -0.052 -0.110 0.064 0.238
C -0.10647 -0.45182 -1.02558 0.046 -0.076 0.089 -0.130
C 1.03974 -0.87218 -1.69082 0.003 -0.053 0.031 -0.193
C 1.11371 -2.08586 -2.34586 0.034 -0.024 -0.048 -0.193
C 0.01655 -2.93365 -2.36741 0.033 0.056 0.060 -0.017
C -1.12758 -2.53299 -1.69777 -0.042 0.135 0.047 -0.276
C -1.20673 -1.31918 -1.02460 0.189 -0.200 -0.114 0.382
O -2.39310 -1.02999 -0.40853 -0.133 0.128 -0.023 -0.748
H -2.22360 -0.95952 0.55582 0.084 -0.078 0.085 0.513
H -2.00076 -3.16820 -1.67959 -0.117 -0.075 0.037 0.217
C 0.05343 -4.24568 -3.09035 -0.039 0.032 -0.023 -0.626
H 1.07320 -4.51662 -3.35303 0.041 -0.065 -0.033 0.212
H -0.53213 -4.18277 -4.00760 -0.009 -0.072 -0.075 0.221
H -0.37482 -5.03507 -2.47569 -0.003 -0.098 -0.007 0.218
H 2.02842 -2.36979 -2.84583 0.087 -0.043 -0.059 0.200
H 1.90395 -0.22114 -1.70206 0.064 0.091 0.022 0.201
H 0.98639 1.20105 -0.32927 -0.138 -0.039 -0.032 0.207
C 1.12863 -1.34557 3.15761 -0.058 -0.395 -0.179 -0.216
C 1.79417 -2.36033 2.22507 -0.071 -0.005 0.256 -0.403
C 2.13388 -3.64869 2.96127 -0.011 0.188 -0.168 -0.605
H 1.23232 -4.10111 3.36671 -0.077 -0.108 0.077 0.207
H 2.82038 -3.45331 3.78280 0.081 -0.051 0.114 0.197
H 2.60056 -4.35943 2.28431 0.051 -0.124 0.010 0.214
H 1.11144 -2.57293 1.40021 -0.004 0.080 -0.056 0.219
H 2.70279 -1.92573 1.80098 -0.007 0.048 -0.068 0.191
H 1.78976 -1.09828 3.99061 -0.016 0.040 0.018 0.190
H 0.20309 -1.77047 3.55264 0.167 0.053 0.061 0.234
H 1.72127 1.53289 1.56179 0.058 -0.035 -0.017 0.203
H 2.76690 0.47327 2.50050 -0.022 0.031 -0.094 0.203
H 2.51030 3.58549 4.58238 0.061 0.104 0.048 0.217
H 3.64725 2.52466 3.75048 0.145 0.014 0.004 0.203
H 2.57074 3.56773 2.82046 0.040 0.108 -0.088 0.203
```
Positions in Å, forces in eV/Å.

## Properties
E_tot ... -1060.9916 hartree
Largest force on an atom ... 0.50 eV/Å
Multiplicity ... 1
SMILES ... CCCN(CCC)C(=O)C[C@H](c1ccccc1)c1ccc(C)cc1O
Frontier orbital gap ... 9.07 eV
ΔE to the lowest compared entry with this formula, charge and spin ... 2.6 kcal/mol



# 2
Density functional theory data (ωB97M-V with the def2-TZVPD basis set) for C22H29NO3S in the gas phase.

```
56
Properties=species:S:1:pos:R:3:forces:R:3:nbo_charge:R:1
C -6.33561 -3.64906 -0.99195 0.045 -0.030 -0.039 -0.631
C -5.33872 -2.62331 -0.54893 0.018 0.089 -0.012 0.010
C -5.12040 -1.47935 -1.31101 0.052 -0.064 0.102 -0.218
C -4.18746 -0.53667 -0.91703 0.011 0.169 -0.065 -0.164
C -3.47239 -0.74017 0.24635 0.295 0.429 0.102 -0.367
C -3.67014 -1.86730 1.01858 0.010 -0.075 0.131 -0.115
C -4.60439 -2.80607 0.61904 0.064 0.123 -0.026 -0.222
H -4.76965 -3.68891 1.21903 -0.020 -0.073 0.075 0.213
H -3.09910 -1.98183 1.92571 0.036 -0.112 0.145 0.229
S -2.23659 0.44131 0.74791 0.019 -0.453 -0.395 2.307
O -2.49125 1.70023 0.09608 -0.092 -0.251 -0.264 -0.956
O -2.12011 0.44727 2.17902 0.065 -0.329 0.054 -0.949
N -0.86085 -0.28904 0.12852 -0.909 0.102 0.274 -0.862
H -0.73730 -0.00300 -0.83655 -0.095 0.062 -0.181 0.421
C 0.35939 -0.02566 0.87964 0.401 0.210 0.343 -0.049
C 1.51480 -0.80037 0.24075 -0.191 0.084 0.237 -0.390
H 1.80377 -0.31400 -0.69149 0.009 -0.071 -0.054 0.221
C 2.73308 -0.92308 1.16273 -0.190 -0.022 -0.256 -0.421
C 3.79197 -1.76270 0.50593 0.054 0.062 0.134 -0.022
C 3.83804 -3.13519 0.71190 -0.010 0.041 0.009 -0.212
C 4.79363 -3.91213 0.08152 0.014 -0.103 -0.018 -0.204
C 5.71552 -3.32523 -0.76808 0.069 -0.066 -0.048 -0.222
C 5.67531 -1.95841 -0.98391 0.061 0.024 -0.078 -0.222
C 4.71905 -1.18433 -0.35148 -0.018 -0.013 0.027 -0.162
H 4.69218 -0.11736 -0.52236 -0.005 0.133 -0.009 0.198
H 6.39182 -1.49436 -1.64605 0.056 0.037 -0.048 0.211
H 6.46296 -3.93044 -1.25950 0.058 -0.045 -0.035 0.212
H 4.81997 -4.97829 0.25430 0.003 -0.080 0.016 0.212
H 3.12096 -3.59730 1.37558 -0.081 -0.047 0.087 0.207
H 3.13878 0.06693 1.37894 0.014 0.009 0.091 0.204
H 2.42525 -1.38058 2.10523 0.031 0.042 0.060 0.209
H 1.15335 -1.80128 -0.00324 0.017 -0.028 -0.035 0.217
H 0.16662 -0.41508 1.88598 0.211 0.054 -0.090 0.221
C 0.62460 1.48538 0.99825 -0.097 -0.522 -0.051 -0.568
C 0.55256 2.21731 -0.32402 0.191 0.430 0.294 0.671
O 0.47196 1.63220 -1.37934 0.017 -0.125 -0.194 -0.591
C 0.60115 3.74409 -0.26096 -0.005 0.263 -0.347 -0.159
C 1.97515 4.18461 0.26228 -0.161 -0.154 -0.035 -0.599
H 2.12227 3.88144 1.29590 0.063 -0.011 0.121 0.206
H 2.77183 3.75972 -0.34557 0.139 -0.011 -0.055 0.210
H 2.05047 5.26877 0.21398 0.008 0.101 0.010 0.218
C -0.51297 4.26710 0.65405 0.045 -0.125 -0.063 -0.615
H -0.64870 5.33374 0.48883 0.026 0.111 0.002 0.213
H -0.27080 4.11639 1.70327 -0.027 -0.010 0.134 0.205
H -1.44908 3.75759 0.43497 -0.083 0.073 0.047 0.245
C 0.39434 4.29205 -1.67501 0.060 -0.195 0.166 -0.599
H -0.58449 3.99728 -2.04411 -0.080 0.002 -0.119 0.221
H 0.45962 5.37733 -1.67431 0.000 0.122 0.057 0.203
H 1.14701 3.89493 -2.35203 0.012 -0.001 -0.100 0.217
H 1.60253 1.65855 1.44912 0.008 0.126 0.071 0.240
H -0.13095 1.90505 1.66339 0.169 0.147 0.092 0.259
H -4.01187 0.36260 -1.48581 -0.044 0.097 -0.128 0.239
H -5.68854 -1.32739 -2.21701 -0.060 0.035 -0.084 0.215
H -6.69828 -4.23009 -0.14806 -0.065 -0.060 0.023 0.219
H -7.18061 -3.17898 -1.48908 -0.085 -0.019 -0.029 0.220
H -5.86972 -4.33493 -1.69990 -0.035 -0.081 -0.045 0.226
```
Positions in Å, forces in eV/Å.

## Properties
E_tot ... -1534.3929 hartree
Largest force on an atom ... 0.95 eV/Å
Multiplicity ... 1
SMILES ... Cc1ccc(S(=O)(=O)N[C@@H](CCc2ccccc2)CC(=O)C(C)(C)C)cc1
Frontier orbital gap ... 9.81 eV
ΔE to the lowest compared entry with this formula, charge and spin ... 4.2 kcal/mol



# 3
Density functional theory data (ωB97M-V with the def2-TZVPD basis set) for a molecular structure, C22H30Cl3CoNO6PSSe2Si at a distorted geometry.

```
68
Properties=species:S:1:pos:R:3:forces:R:3:nbo_charge:R:1
Co -0.36321 -0.41838 -0.58785 0.366 1.314 -0.244 0.662
C -2.83797 -0.88529 7.69708 -0.006 0.044 -0.118 -0.622
C -2.03639 -0.95276 6.42368 -0.011 0.101 0.097 -0.032
C -0.96831 -0.08344 6.22710 -0.008 -0.162 -0.029 -0.236
C -0.23640 -0.13176 5.05321 0.088 0.048 0.021 -0.181
C -0.56844 -1.03551 4.05919 0.177 0.380 -0.382 -0.322
C -1.64285 -1.89033 4.22889 0.025 -0.116 -0.063 -0.123
C -2.36851 -1.84629 5.41033 0.098 -0.013 0.040 -0.237
S 0.36310 -0.96590 2.50228 0.234 -0.530 -0.204 2.332
O 1.48768 -0.08984 2.79275 -0.195 0.138 0.201 -1.002
O 0.69226 -2.32324 2.14356 -0.361 0.025 0.422 -0.953
N -0.66194 -0.34253 1.45836 0.828 -0.916 -0.719 -0.998
C -1.46213 0.72419 1.98585 -0.446 0.634 -0.323 -0.364
C -1.97909 1.62813 0.84657 0.023 -0.423 1.205 0.796
O -2.57411 2.66142 1.16216 -0.172 0.228 -0.084 -0.737
O -1.72351 1.23600 -0.32526 0.005 -1.064 -1.139 -0.782
H -2.21162 -0.58784 8.53846 0.005 -0.009 0.029 0.203
H -3.29063 -1.84938 7.92620 -0.061 -0.005 0.032 0.206
H -3.63433 -0.14362 7.60002 -0.068 -0.035 0.063 0.211
H -0.70986 0.64046 6.99186 0.010 -0.027 0.062 0.194
H 0.60191 0.52764 4.87995 0.028 0.071 -0.003 0.242
H -1.90997 -2.57639 3.43749 0.009 -0.012 -0.050 0.244
H -3.21014 -2.51510 5.54296 -0.038 -0.049 0.021 0.197
H -0.90172 1.34394 2.69991 -0.194 0.137 -0.135 0.197
H -2.35655 0.34001 2.50328 0.108 0.093 0.003 0.200
O 1.79337 -4.84611 -3.66158 -0.253 -0.275 0.091 -0.718
C 2.65983 -3.76742 -3.94533 0.270 0.366 -0.108 -0.040
C 2.19873 -2.48171 -3.23146 0.267 -0.034 0.108 -0.157
C 3.15329 -1.38668 -3.76331 -0.145 -0.312 -0.247 -0.044
O 3.21137 -0.20691 -3.02732 0.227 0.462 -0.192 -0.782
C 0.74459 -2.24040 -3.63517 -0.207 0.344 0.121 -0.548
Se 0.00938 -0.41458 -3.40311 -0.368 -0.219 1.456 -0.294
C 2.34772 -2.70871 -1.72436 -0.460 0.471 0.178 -0.563
Se 1.95417 -1.21566 -0.45660 -0.674 -0.470 -0.367 -0.129
H 2.18013 -5.65437 -4.00673 0.000 0.048 0.005 0.457
H 2.67454 -3.57132 -5.03174 0.053 -0.012 0.078 0.144
H 3.68565 -4.00687 -3.62352 -0.071 0.051 -0.019 0.148
H 2.86162 -1.17157 -4.80552 0.053 -0.117 -0.069 0.145
H 4.17741 -1.78136 -3.77123 -0.028 -0.047 -0.065 0.156
H 2.29140 0.11631 -2.95121 0.033 -0.184 0.134 0.506
H 0.09758 -2.91580 -3.08015 -0.001 -0.121 -0.115 0.226
H 0.62676 -2.45037 -4.70062 -0.027 -0.033 -0.012 0.197
H 3.38316 -2.98436 -1.50039 -0.043 0.051 0.085 0.199
H 1.68900 -3.52571 -1.42652 0.171 -0.031 -0.014 0.237
Cl -0.91248 -4.25857 -0.53707 0.215 0.523 -0.131 -0.470
Si -1.74335 -2.28990 -0.68876 -0.039 -0.677 0.609 1.078
Cl -3.23320 -2.81153 -2.14189 0.451 0.568 -0.056 -0.469
Cl -3.05295 -2.44535 1.00305 0.054 0.280 -0.190 -0.487
C 2.48202 2.57482 -1.42490 -0.239 -0.348 0.024 -0.946
P 0.76690 2.10181 -0.87944 0.473 0.064 0.126 0.961
C 0.77698 3.11263 0.66208 -0.095 -0.242 -0.076 -0.964
C -0.22773 3.13811 -2.01506 0.014 -0.172 0.012 -0.349
C -0.00997 3.02961 -3.38719 0.097 0.003 0.050 -0.213
C -0.82858 3.68680 -4.28871 -0.007 0.060 -0.124 -0.215
C -1.87629 4.46998 -3.83386 -0.048 0.038 -0.055 -0.234
C -2.09962 4.58415 -2.47081 -0.058 0.133 -0.005 -0.240
C -1.28974 3.91942 -1.56577 0.047 0.000 0.033 -0.128
H 2.73602 2.14508 -2.39053 0.001 -0.010 -0.057 0.239
H 3.17257 2.14839 -0.69704 0.039 -0.036 0.013 0.241
H 2.60642 3.65903 -1.46265 -0.104 0.003 0.026 0.204
H 1.11787 4.12973 0.46372 0.022 0.034 -0.056 0.206
H 1.45288 2.62565 1.36727 -0.006 -0.041 0.003 0.249
H -0.21283 3.14789 1.10532 -0.043 0.079 0.096 0.254
H 0.78017 2.39215 -3.75974 0.042 -0.022 -0.002 0.227
H -0.65836 3.56811 -5.35069 0.016 -0.010 -0.061 0.196
H -2.52926 4.97000 -4.53916 -0.011 0.029 -0.015 0.191
H -2.92647 5.18157 -2.10712 -0.038 -0.014 0.032 0.198
H -1.52796 3.96980 -0.51314 -0.022 -0.030 0.050 0.236
```
Positions in Å, forces in eV/Å.

## Properties
E_tot ... -9957.9834 hartree
Largest force on an atom ... 1.56 eV/Å
Multiplicity ... 1
Charge ... -2
Frontier orbital gap (alpha / beta) ... 5.59 / 5.57 eV



# 4
Density functional theory data (ωB97M-V with the def2-TZVPD basis set) for C22H30ClN5O in the gas phase at a distorted geometry.

```
59
Properties=species:S:1:pos:R:3:forces:R:3:nbo_charge:R:1
C 1.45854 2.54718 2.39719 0.380 0.043 -5.030 -0.653
C 2.64154 1.75485 1.65885 -6.164 3.041 6.441 0.220
C 3.31626 0.72645 2.06796 0.528 -5.627 7.671 -0.354
C 4.10764 0.29509 1.03885 2.450 -1.938 -0.977 -0.030
N 3.96884 1.01508 -0.07737 -2.154 1.683 2.965 -0.314
N 2.94641 1.97574 0.49842 4.177 -0.695 -8.846 -0.249
C 2.51834 2.98215 -0.29358 4.586 2.462 -9.008 -0.127
H 3.46733 3.72295 -0.84687 -2.018 -2.042 2.424 0.165
C 1.94608 2.51566 -1.82153 3.907 -3.093 3.520 -0.476
C 0.84522 1.60370 -1.29826 -4.029 6.437 1.075 0.632
O -0.04181 2.29267 -0.45012 3.968 -4.176 -3.282 -0.751
N 0.55288 0.50404 -1.90014 0.042 -5.141 -0.846 -0.395
C 1.54014 -0.46415 -2.84442 2.763 10.709 3.194 -0.143
H 2.10567 0.51174 -3.29890 -1.080 -2.849 0.189 0.217
C 2.43533 -1.26009 -2.11232 0.073 -0.838 6.589 -0.477
C 1.55274 -2.22793 -0.99032 4.507 -2.989 -4.759 -0.391
H 2.31750 -2.97895 -0.45566 -1.753 2.170 -0.674 0.242
H 0.99234 -2.91112 -1.66953 -0.211 0.376 0.638 0.192
C 0.80111 -1.28535 -0.25630 -5.413 -2.018 3.551 -0.088
N 0.02163 -2.21104 0.88608 1.162 0.237 -3.048 -0.494
C -1.08196 -3.11223 0.21406 0.015 2.435 10.298 -0.243
H -0.91479 -4.05795 0.70017 0.210 -0.919 -0.671 0.194
C -2.37638 -2.61499 1.03400 -1.541 -2.888 0.083 -0.253
N -2.53680 -1.25424 1.33126 -0.134 2.633 -2.514 -0.483
C -3.22701 -0.31835 0.10943 8.123 -2.420 13.855 0.255
C -3.39667 0.85687 0.73219 -0.736 -1.080 -2.257 -0.292
C -4.22401 1.47883 -0.06320 -1.587 8.493 0.471 0.069
C -4.73876 1.39234 -1.29136 2.352 -11.329 1.053 -0.248
C -4.61869 -0.11556 -1.52772 -0.731 2.540 -5.579 -0.094
C -3.74412 -0.96550 -0.78914 -6.730 1.416 -8.136 -0.367
H -3.59093 -1.81960 -1.26320 1.018 -4.037 -0.946 0.241
H -4.97964 -0.46822 -2.69689 0.769 0.678 3.646 0.201
H -5.33204 1.93503 -1.85095 -2.576 3.000 -2.274 0.231
Cl -4.54673 3.15927 0.43998 -0.257 1.232 1.060 -0.096
H -3.13831 1.14689 1.68190 0.728 0.501 1.715 0.262
C -1.43635 -0.56313 2.10022 -2.339 -8.664 4.600 -0.256
H -1.16121 0.23946 1.55733 1.307 3.249 -0.545 0.221
C -0.23515 -1.66093 2.32723 -1.545 7.150 -10.628 -0.193
H -0.39282 -2.46619 2.77748 -1.471 -6.054 4.998 0.187
H 0.51933 -0.98241 2.48792 2.523 0.539 1.219 0.209
H -1.79729 -0.76495 3.24487 0.339 2.707 -2.113 0.203
H -3.35409 -3.02921 0.64038 0.911 0.713 -0.517 0.207
H -2.52121 -3.23606 2.00000 1.171 0.960 -0.861 0.192
H -1.17606 -3.16763 -0.75155 -0.067 0.242 -5.398 0.179
C -0.31323 -0.44374 -1.15068 9.557 -4.357 -3.916 -0.185
H -0.74492 0.02638 -0.50034 -5.989 4.900 6.419 0.211
H -0.69347 -1.20909 -1.75590 -1.364 -0.422 -0.896 0.200
H 1.45978 -0.85940 0.43067 0.912 2.278 0.670 0.222
H 3.06938 -1.71569 -2.80670 1.232 -1.287 -0.584 0.231
H 2.99385 -0.59929 -1.30508 -0.513 -1.138 -2.306 0.255
H 0.89515 -0.80218 -3.45653 -4.378 -2.847 -4.497 0.179
H 1.68443 3.32653 -2.44599 -0.701 0.834 -0.260 0.242
H 2.95509 1.96072 -2.31561 -2.989 1.322 1.332 0.220
H 1.93795 3.65749 0.13451 -2.865 2.477 1.956 0.216
H 4.87416 -0.54657 1.12320 -1.292 1.256 -0.486 0.220
H 3.06588 0.21274 3.23211 1.266 1.495 -3.886 0.216
H 1.09901 2.00668 3.17650 -0.643 -1.394 2.617 0.218
H 1.65806 3.56904 2.58480 0.893 0.872 0.834 0.226
H 0.56687 2.69618 1.67865 1.401 -0.837 0.655 0.275
```
Positions in Å, forces in eV/Å.

## Properties
E_tot ... -1664.8362 hartree
Largest force on an atom ... 16.24 eV/Å
Multiplicity ... 1
SMILES ... Cc1ccnn1CCC(=O)N1CCC[C@H](N2CCN(c3cccc(Cl)c3)CC2)C1
Frontier orbital gap ... 7.82 eV
ΔE to the lowest compared entry with this formula, charge and spin ... 445.8 kcal/mol